Here is C10H10Br2Pb as an isolated structure in a non-equilibrium geometry from OMol25. Energies are from the ωB97M-V functional and the def2-TZVPD basis.

Values from the calculation:
- HOMO (eV) = -0.6
- energy (eV) = -155865.7492
- ΔE to the lowest compared entry with this formula, charge and spin (kcal/mol) = 0.7
- net charge = -2
- LUMO energy (eV) = 5.41
- gap between HOMO and LUMO (eV) = 6.04

The geometry in XYZ format:
```
23
C10H10Br2Pb the ωB97M-V functional and the def2-TZVPD basis
Pb 1.1697 -0.0870 -1.7578
Br 1.0071 -2.7693 -1.6502
Br 2.4272 -0.7903 0.5418
C -2.0285 -0.1872 1.3203
C -1.8857 -1.2826 0.4126
C 1.0817 -0.6933 -5.3501
C -2.1450 0.6508 -0.8251
C 0.6035 0.6534 -5.4892
C 1.5906 1.5346 -4.9453
C 2.3685 -0.6441 -4.7206
C -2.1924 1.0237 0.5520
C 2.6851 0.7375 -4.4562
C -1.8811 -0.7359 -0.9140
H -0.3395 0.9578 -5.9693
H -1.7406 -1.2714 -1.8369
H -1.8592 -2.3127 0.7467
H -2.4612 2.0006 0.9355
H 0.5486 -1.6021 -5.6777
H -2.3168 1.3492 -1.6238
H 3.6208 1.1196 -4.0166
H 1.5418 2.6337 -4.9469
H 3.0189 -1.5044 -4.5148
H -2.0350 -0.2601 2.4171
```

These are the Löwdin partial charges, in e, on atoms 1 to 2: atom 1 (Pb): 0.632, atom 2 (Br): -0.294